Formula: C17H31BFN4O11S
Source: the OMol25 dataset
Level of theory: ωB97M-V/def2-TZVPD

Geometry as XYZ:
```
66
Properties=species:S:1:pos:R:3:forces:R:3:lowdin_charge:R:1
C -3.1302 0.7898 1.8582 0.153 0.194 -0.138 0.1071
C -2.0723 0.5279 1.0413 -0.410 -0.113 0.758 -0.1170
C -2.0260 0.9490 -0.3743 0.511 0.856 0.957 -0.0655
C -1.7325 2.2344 -0.7709 -0.167 -1.128 1.095 -0.1551
S -1.3092 3.5689 0.3482 0.953 2.784 -1.451 0.6586
O -2.3795 4.4832 0.3989 -1.300 -0.853 0.831 -0.1766
O -0.1105 4.1255 -0.1549 0.906 -0.896 -0.151 -0.2007
F -0.9926 2.9468 1.7179 -0.459 -0.381 -0.872 -0.1105
N -1.7253 2.5435 -2.0496 0.303 1.828 -0.134 0.0878
N -2.0046 1.7540 -3.0438 0.046 0.031 -0.017 0.1852
C -2.2863 0.5088 -2.7415 -0.189 -1.604 -0.109 0.0052
B -2.6390 -0.4521 -4.0061 -0.179 0.017 -0.416 -0.5089
N -2.5391 -1.8752 -3.9435 0.398 0.706 -0.695 0.2024
O -3.0289 0.1750 -5.1714 0.458 -0.252 0.463 0.1513
C -2.3001 0.0202 -1.3970 0.101 0.929 -0.144 -0.1678
O -2.5662 -1.2424 -1.1192 0.702 -0.250 -0.042 0.0118
C -1.3085 -2.0351 -1.0059 0.197 0.462 0.586 -0.0863
C -1.1013 -2.6892 0.3711 0.139 -0.980 -0.897 -0.1711
N 0.3323 -2.9175 0.5612 -0.325 0.403 0.269 -0.0417
C 1.0043 -1.7623 1.1415 0.238 -0.474 -0.117 -0.2187
C 2.4731 -2.0267 1.4841 -0.216 0.821 0.197 -0.4131
C 3.3699 -2.0418 0.2581 -0.143 -0.109 0.191 -0.0376
O 2.9004 -0.9670 2.3537 0.013 -0.161 0.015 -0.0384
H -3.6634 -0.0269 2.3442 1.163 0.184 1.400 0.0920
H -3.4606 1.8004 2.1127 -1.223 -0.134 -1.489 0.0843
H -1.2213 0.0173 1.4896 -0.573 -1.608 -0.865 0.1093
H -1.4863 3.5077 -2.2897 -0.007 -0.165 -0.337 0.1974
H -2.7702 -2.2354 -4.8668 -0.071 -0.181 0.125 0.1050
H -1.5687 -2.1330 -3.7828 -0.244 -0.396 0.536 0.0876
H -2.3093 0.7677 -5.4284 -0.519 0.475 -0.195 0.1118
H -0.4661 -1.3520 -1.1668 -0.132 0.068 -0.036 0.1245
H -1.2853 -2.7627 -1.8143 -0.361 -0.069 0.110 0.1190
H -1.5869 -3.6687 0.3592 -0.163 0.148 0.118 0.1267
H -1.5233 -2.1139 1.1883 0.068 0.094 -0.046 0.1055
H 0.7518 -3.2004 -0.3180 0.159 -0.100 0.118 0.1130
H 0.4961 -1.5482 2.0875 -0.019 0.118 -0.103 0.1280
H 0.9808 -0.8691 0.4780 -0.090 0.031 0.224 0.1151
H 2.5249 -2.9350 2.0872 0.129 -0.090 -0.242 0.1500
H 3.1983 -2.9412 -0.3392 0.140 0.101 -0.087 0.0811
H 3.1788 -1.1434 -0.3389 -0.049 -0.138 -0.072 0.0783
H 4.4123 -1.9894 0.5709 -0.029 -0.224 -0.034 0.0880
H 2.3470 -0.1945 2.2069 0.095 0.073 -0.015 0.0758
C -1.3578 2.9692 4.5308 0.155 0.122 -0.114 -0.0466
O -1.2287 1.7011 5.1703 0.022 -0.045 -0.162 -0.0033
C -1.9065 1.5997 6.3221 0.039 -0.144 0.133 -0.6232
O -2.5780 2.4634 6.8149 -0.039 0.083 -0.062 0.1384
O -1.7043 0.3814 6.8128 0.031 -0.033 -0.092 0.0060
C -2.3731 0.1285 8.0537 -0.093 -0.162 0.278 -0.0296
H -0.7693 2.9207 3.6168 0.017 -0.142 0.726 0.0636
H -2.3995 3.1664 4.2724 -0.009 0.079 0.138 0.0990
H -0.9700 3.7659 5.1632 -0.143 0.005 0.054 0.1090
H -3.4514 0.2143 7.9331 0.024 0.132 0.004 0.0991
H -2.0212 0.8106 8.8248 -0.076 0.086 -0.061 0.1014
H -2.1288 -0.8893 8.3432 0.110 -0.002 -0.165 0.0953
C 3.4069 1.5497 -3.4959 -0.030 0.205 0.080 -0.0467
O 3.3503 0.1595 -3.8165 -0.173 -0.016 0.095 -0.0160
C 4.2917 -0.2390 -4.6834 0.007 -0.131 -0.007 -0.6262
O 5.1291 0.4631 -5.1761 0.017 0.091 -0.006 0.1412
O 4.1296 -1.5424 -4.8959 -0.088 -0.031 0.045 -0.0003
C 5.0761 -2.1094 -5.8100 0.155 -0.221 -0.177 -0.0305
H 2.6015 1.7465 -2.7906 -0.020 -0.174 -0.004 0.0804
H 4.3556 1.7993 -3.0245 0.039 0.027 -0.119 0.1020
H 3.2541 2.1579 -4.3863 0.143 -0.009 -0.014 0.0991
H 6.0892 -2.0035 -5.4276 -0.012 0.124 -0.041 0.1011
H 4.9888 -1.6445 -6.7900 0.068 0.100 0.056 0.1002
H 4.8391 -3.1659 -5.8968 -0.142 0.038 0.128 0.0941
```
Positions in Å, forces in eV/Å.

Results
HOMO level = -12.2 eV
HOMO-LUMO gap = 6.91 eV
total charge = +1
max |F| = 3.3 eV Å⁻¹
LUMO = -5.272 eV